2 unconnected molecules or ions with the total composition C6H6S2 in a non-equilibrium geometry, computed with ωB97M-V with the def2-TZVPD basis set.

Maximum force: 3.09 eV/A
Calculated total energy: -27984.764 eV
Multiplicity: 1
Orbital gap: 0.2866 Eh
SMILES: C#CC(=S)S.C=C=C
Total charge: 0
LUMO: -1.20 eV

Positions of all 14 atoms, in Å:
C -1.624 2.025 -2.363
C -0.613 1.351 -2.251
C 0.533 0.582 -2.077
S 1.973 1.372 -1.872
S 0.399 -1.194 -2.254
H -2.364 2.755 -2.544
H -0.791 -1.175 -2.864
C 0.163 0.738 1.185
C 0.850 -0.354 1.276
C 1.417 -1.521 1.439
H -0.305 1.006 2.151
H 0.093 1.440 0.251
H 0.991 -2.471 1.179
H 2.511 -1.571 1.785

Here are the natural (NBO) charges for atoms 1 to 4, given in e: C -0.1151; C -0.1282; C -0.3475; S 0.0844

30 unconnected molecules or ions with the total composition C6H73O29S, computed with ωB97M-V with the def2-TZVPD basis set.

Maximum force: 0.81 eV/A
Calculated total energy: -77613.584 eV
Multiplicity: 1
Orbital gap: 0.3211 Eh
Total charge: +1
LUMO: -2.86 eV

Positions of all 109 atoms, in Å:
C -1.102 -3.246 2.947
C -0.910 -2.192 1.856
C -0.304 -0.872 2.339
C 0.516 -0.241 1.214
S 2.308 -0.423 1.342
C 2.575 -2.008 2.191
C 2.771 -1.893 3.701
H -0.586 -3.011 3.875
H -0.709 -4.201 2.602
H -2.150 -3.395 3.194
H -0.276 -2.615 1.078
H -1.854 -1.933 1.390
H 0.260 -1.016 3.255
H -1.101 -0.166 2.567
H 0.273 -0.724 0.268
H 0.323 0.825 1.117
H 2.625 0.440 2.312
H 3.445 -2.419 1.692
H 1.693 -2.593 1.944
H 3.814 -1.752 3.950
H 2.342 -2.741 4.225
H 2.231 -1.011 4.040
O -0.311 2.361 -1.171
H -1.071 2.086 -0.644
H 0.432 1.857 -0.830
O 5.666 -3.411 2.759
H 4.946 -3.916 3.154
H 5.573 -3.545 1.810
O 8.452 -3.121 3.613
H 7.505 -2.951 3.645
H 8.867 -2.252 3.656
O 0.803 1.812 -3.932
H 0.381 2.409 -3.298
H 1.743 2.011 -3.849
O 0.195 2.709 -6.910
H 0.014 2.374 -6.020
H 1.154 2.793 -6.948
O 0.834 -6.024 2.221
H 0.415 -6.671 2.807
H 1.520 -6.540 1.786
O -2.846 2.950 -6.616
H -3.046 2.616 -5.734
H -1.884 3.007 -6.626
O 0.339 5.192 -2.446
H -0.324 5.849 -2.209
H -0.025 4.361 -2.118
O -1.425 -1.272 5.545
H -2.369 -1.064 5.578
H -0.987 -0.417 5.491
O -3.702 -1.854 7.073
H -3.767 -1.797 8.034
H -3.127 -2.618 6.930
O -3.134 -0.215 0.382
H -3.893 -0.622 0.816
H -3.251 -0.483 -0.537
O -1.897 3.975 -3.941
H -2.825 4.230 -3.893
H -1.431 4.800 -4.115
O -4.016 5.406 -5.184
H -3.735 4.916 -5.975
H -4.017 6.323 -5.487
O -3.382 7.046 -2.673
H -4.128 6.675 -2.189
H -3.507 6.727 -3.576
O -4.792 6.997 -7.568
H -5.569 6.627 -7.135
H -4.878 6.710 -8.483
O -5.409 1.642 -5.678
H -5.190 1.201 -6.506
H -5.437 2.575 -5.913
O -5.029 -2.988 3.238
H -5.010 -2.862 4.193
H -4.510 -3.785 3.089
O -4.580 -2.404 -0.885
H -5.371 -2.689 -0.416
H -3.877 -2.962 -0.536
O -3.349 -4.930 6.838
H -4.168 -5.247 7.233
H -2.653 -5.423 7.286
O -4.597 9.726 -2.200
H -4.506 9.949 -1.270
H -4.054 8.937 -2.331
O 2.802 0.625 -6.077
H 2.593 -0.302 -6.227
H 2.027 0.986 -5.638
O -1.871 -1.788 9.311
H -1.453 -1.168 9.917
H -1.614 -1.486 8.431
O 5.850 -1.540 5.362
H 5.796 -1.705 4.413
H 6.765 -1.759 5.575
O -0.491 0.987 -9.383
H -0.389 1.705 -10.019
H -0.393 1.418 -8.526
O -0.276 3.694 -10.836
H -0.173 4.404 -11.476
H -0.225 4.123 -9.975
O -0.014 -8.777 2.980
H -0.741 -9.199 3.450
H -0.083 -9.112 2.080
O -0.219 -2.702 -1.465
H 0.362 -3.313 -1.931
H -0.316 -1.964 -2.079
O 10.265 -1.293 5.494
H 10.276 -1.291 6.456
H 10.895 -1.977 5.242
O 10.713 0.739 3.197
H 10.475 0.277 4.009
H 11.657 0.904 3.273

Here are the Löwdin charges for atoms 1 to 4, given in e: C -0.0738; C -0.2391; C -0.2300; C -0.3749

2 unconnected molecules or ions with the total composition C6H7B in a non-equilibrium geometry, computed with ωB97M-V with the def2-TZVPD basis set.

Maximum force: 4.56 eV/A
Calculated total energy: -7001.921 eV
Multiplicity: 3
Orbital gap (spin up / spin down): 0.1626 / 0.1806 Eh
<S²>: 2.05
Total charge: 0
LUMO (spin up / spin down): -1.04 / -3.24 eV

Positions of all 14 atoms, in Å:
B -3.270 -0.105 -0.037
C 2.446 0.085 -0.026
C 1.777 -1.197 -0.036
C 1.420 1.029 -0.004
C 0.467 -1.081 0.018
C 0.134 0.366 -0.136
C -0.998 1.046 -0.074
H -3.555 -0.944 0.833
H -4.088 0.146 -0.897
H 3.398 0.486 0.000
H 2.180 -2.142 0.277
H 1.460 2.167 0.032
H -0.164 -2.004 0.088
H -1.209 2.149 -0.038

Here are the natural (NBO) charges for atoms 1 to 4, given in e: B 0.2332; C -0.1401; C -0.2943; C -0.1449

2 unconnected molecules or ions with the total composition C6H7BIO2 in a non-equilibrium geometry, computed with ωB97M-V with the def2-TZVPD basis set.

Maximum force: 1.03 eV/A
Calculated total energy: -19208.223 eV
Multiplicity: 1
Orbital gap: 0.1885 Eh
Total charge: -1
LUMO: 0.90 eV

Positions of all 17 atoms, in Å:
B -4.244 -1.994 1.970
I -2.270 -2.159 0.905
H -4.457 -3.060 2.483
H -4.117 -1.110 2.774
H -5.111 -1.748 1.171
C 0.932 1.505 0.241
C 0.735 0.195 0.090
C 1.477 -0.572 -0.939
O 1.343 -1.768 -1.064
C 2.432 0.173 -1.796
C 2.620 1.482 -1.644
C 1.886 2.247 -0.610
O 2.073 3.440 -0.469
H 0.400 2.086 0.983
H 0.025 -0.354 0.703
H 2.963 -0.406 -2.541
H 3.314 2.043 -2.258

Here are the natural (NBO) charges for atoms 1 to 4, given in e: B -0.4709; I -0.3437; H -0.0548; H -0.0562

A molecular structure, C6H7BrIN3S in a non-equilibrium geometry, computed with ωB97M-V with the def2-TZVPD basis set.

Maximum force: 4.44 eV/A
Calculated total energy: -99776.305 eV
Multiplicity: 3
Orbital gap (spin up / spin down): 0.1984 / 0.2250 Eh
<S²>: 2.03
Total charge: 0
LUMO (spin up / spin down): -0.64 / -2.36 eV

Positions of all 19 atoms, in Å:
C -0.247 -2.699 0.606
C -0.723 -0.169 1.449
C -0.164 -1.659 -0.344
C -0.848 -1.284 2.268
C 1.281 2.182 -0.183
C 0.975 1.307 -1.435
N -0.532 -0.465 0.171
N -0.732 -2.497 1.852
N -0.790 0.067 -2.667
S -0.838 0.926 -1.386
Br -1.351 -0.843 4.077
I -2.206 -1.351 -3.006
H 0.043 -3.741 0.408
H -0.399 0.873 1.650
H 1.789 1.538 0.642
H 1.988 2.901 -0.483
H 0.428 2.651 0.172
H 1.414 0.312 -1.393
H 0.914 1.952 -2.397

Here are the natural (NBO) charges for atoms 1 to 4, given in e: C -0.0679; C -0.0576; C 0.2497; C 0.1463

A single C6H7BrN4O molecule in a non-equilibrium geometry, computed with ωB97M-V with the def2-TZVPD basis set.

Maximum force: 6.90 eV/A
Calculated total energy: -84383.812 eV
Multiplicity: 1
Orbital gap: 0.2724 Eh
SMILES: C/C(=N/c1ncnn1C)C(=O)Br
Total charge: 0
LUMO: -1.49 eV

Positions of all 19 atoms, in Å:
C 1.285 2.048 0.902
C -0.050 1.489 0.458
N 0.101 0.962 -0.697
C -0.744 0.277 -1.433
N -1.302 0.620 -2.664
C -1.989 -0.471 -3.014
N -1.791 -1.546 -2.290
N -1.018 -1.081 -1.241
C -0.801 -1.863 -0.099
C -1.314 1.623 1.198
O -2.250 0.941 1.070
Br -1.378 3.021 2.583
H 1.513 1.625 1.907
H 1.489 3.050 1.117
H 2.116 1.831 0.226
H -2.594 -0.471 -3.911
H -1.512 -1.643 0.762
H 0.244 -1.604 0.409
H -0.857 -2.946 -0.427

Here are the natural (NBO) charges for atoms 1 to 4, given in e: C -0.6664; C 0.2151; N -0.3497; C 0.4639